[1]
Here is one molecule with the formula H2P2S4 at a distorted geometry from the OMol25 dataset. Energies are from ωB97M-V/def2-TZVPD.

Output
E_tot in eV: -61952.1057
Net charge: 0
HOMO energy in eV: -9.085
Relative energy (zero: lowest compared OMol25 entry of this formula, charge and spin) in kJ/mol: 41.88
SMILES: S=[PH]1SP(S)S1

Last column: natural (NBO) charge in e.
Positions of all 8 atoms, in Å:
P: -0.00090 -1.64287 0.18073  0.57
P: -0.82605 1.31344 0.24294  0.74
S: -2.23946 2.56797 0.64946  -0.46
S: -1.31384 -0.44288 -0.95532  -0.36
S: 0.16835 0.41954 1.80512  -0.38
S: 1.72004 -1.52667 -0.97118  -0.23
H: 0.15241 1.83240 -0.62065  -0.04
H: 2.33945 -2.52094 -0.33111  0.15

[2]
Here is one molecule with the formula C7H14O at a distorted geometry from the OMol25 dataset. Energies are from ωB97M-V/def2-TZVPD.

Output
E_tot in eV: -9532.5894
Net charge: 0
HOMO energy in eV: -9.715
Relative energy (zero: lowest compared OMol25 entry of this formula, charge and spin) in kJ/mol: 113.58
SMILES: CC[C@@]1(C)OC1(C)C

Last column: natural (NBO) charge in e.
Positions of all 22 atoms, in Å:
C: 0.40178 1.02119 0.20287  0.22
C: 0.03994 -1.15751 -1.18840  -0.42
C: 0.09194 1.62272 1.53718  -0.65
C: 0.23764 1.94582 -0.96210  -0.64
C: 0.57059 -1.38397 1.30716  -0.65
C: -1.43771 -1.51645 -1.09128  -0.61
C: 0.56347 -0.49267 0.08241  0.24
O: 1.75199 0.25179 -0.03154  -0.53
H: 0.63704 -2.06055 -1.35751  0.20
H: 0.20474 -0.52331 -2.06303  0.21
H: 0.98356 2.10547 1.95255  0.23
H: -0.81965 2.14229 -1.16081  0.21
H: -0.26887 0.89503 2.26859  0.22
H: -0.70299 2.37196 1.45677  0.22
H: 0.73216 1.56822 -1.86174  0.23
H: 0.73050 2.90179 -0.74594  0.22
H: 0.82359 -2.40990 1.02412  0.22
H: 1.32121 -1.05957 2.03451  0.23
H: -0.40637 -1.38242 1.79834  0.21
H: -1.61711 -2.24996 -0.29891  0.20
H: -2.04943 -0.63535 -0.87306  0.20
H: -1.78802 -1.95464 -2.03020  0.21

[3]
Here is C18H12N5O4PdSe as an isolated structure at a distorted geometry from the OMol25 dataset. Energies are from ωB97M-V/def2-TZVPD.

Output
E_tot in eV: -103327.1204
Net charge: -1
HOMO energy in eV: -5.142
Relative energy (zero: lowest compared OMol25 entry of this formula, charge and spin) in kJ/mol: 128.31

Last column: natural (NBO) charge in e.
Positions of all 41 atoms, in Å:
Pd: -0.42624 -1.25553 -0.27820  1.04
C: 2.86824 -2.85608 -2.56953  -0.28
C: 3.02435 -1.82252 -3.48738  -0.16
C: 2.69176 -0.53850 -3.11434  -0.24
C: 2.18345 -0.31626 -1.82639  0.36
N: 2.04776 -1.31093 -0.94056  -0.49
C: 2.37590 -2.54580 -1.31610  0.06
N: 1.89273 0.98932 -1.47778  -0.51
C: 1.01534 1.32570 -0.60924  0.46
N: 0.08190 0.58362 0.08840  -0.59
C: -0.55229 1.36478 1.00415  0.46
N: -1.41054 1.05746 1.91913  -0.55
C: -1.74650 -0.23358 2.23184  0.39
C: -2.89180 -0.41849 3.02577  -0.25
C: -3.24390 -1.68428 3.42878  -0.15
C: -2.44136 -2.76400 3.06427  -0.29
C: -1.33382 -2.51523 2.28653  0.08
N: -0.97907 -1.28866 1.88533  -0.50
C: -0.08021 2.75096 0.83104  0.00
C: -0.42402 3.92357 1.47853  -0.20
C: 0.22706 5.08393 1.08189  -0.22
C: 1.19596 5.06201 0.08014  -0.22
C: 1.54447 3.87799 -0.55692  -0.17
C: 0.88284 2.72891 -0.16670  -0.08
H: 3.09926 -3.88125 -2.82411  0.21
H: 3.39416 -2.02333 -4.48489  0.21
H: 2.78887 0.30219 -3.78529  0.22
H: 2.20735 -3.32421 -0.57920  0.19
H: -3.47331 0.45443 3.28175  0.22
H: -4.13902 -1.83944 4.01764  0.21
H: -2.68539 -3.77804 3.34553  0.22
H: -0.70264 -3.32317 1.93797  0.21
H: -1.17354 3.92175 2.25794  0.23
H: -0.01849 6.02601 1.55656  0.20
H: 1.68297 5.98720 -0.20266  0.20
H: 2.29796 3.84157 -1.33169  0.23
O: -2.72954 -3.34914 -2.98977  -1.03
Se: -2.07152 -2.34842 -1.94189  2.70
O: -0.91886 -1.31124 -2.54484  -1.07
O: -3.06231 -1.49022 -0.98954  -1.08
O: -0.99792 -3.06307 -0.78616  -1.03

[4]
Here is CHLiO2Zn as an isolated structure at a distorted geometry from the OMol25 dataset. Energies are from ωB97M-V/def2-TZVPD.

Output
E_tot in eV: -53751.3142
Net charge: +2
HOMO energy in eV: -21.538
Relative energy (zero: lowest compared OMol25 entry of this formula, charge and spin) in kJ/mol: 0.51

Last column: natural (NBO) charge in e.
Positions of all 6 atoms, in Å:
O: 2.73154 -0.70662 -2.78879  -0.37
C: 1.66394 -0.50767 -2.46126  0.41
H: -0.27598 -0.57016 -1.22888  0.56
O: -0.05341 -0.13089 -0.35695  -1.37
Li: 1.73607 -0.29013 0.02309  0.97
Zn: -1.36039 0.35414 0.69997  1.80

[5]
Here is a 3-piece molecular cluster, C9H12F2O9 overall at a distorted geometry from the OMol25 dataset. Energies are from ωB97M-V/def2-TZVPD.

Output
E_tot in eV: -33385.5082
Net charge: 0
HOMO energy in eV: -10.701
Relative energy (zero: lowest compared OMol25 entry of this formula, charge and spin) in kJ/mol: 324.04
SMILES: O=C1OC[C@@H](F)O1.O=C1OC[C@@H](F)O1.COC(=O)OC

Last column: natural (NBO) charge in e.
Positions of all 32 atoms, in Å:
C: -20.84586 11.01108 1.08179  -0.26
O: -19.98547 10.89898 -0.04689  -0.50
C: -20.55369 11.03425 -1.27935  0.99
O: -21.70906 11.42399 -1.43137  -0.65
O: -19.71561 10.75435 -2.33883  -0.51
C: -20.16915 10.95404 -3.68052  -0.23
H: -20.21852 11.16065 1.96051  0.20
H: -21.48551 10.16982 1.34867  0.19
H: -21.55382 11.83732 1.01684  0.20
H: -21.05945 10.36852 -3.90990  0.15
H: -19.40098 10.58597 -4.36064  0.22
H: -20.41553 12.00669 -3.81952  0.18
C: -20.34461 7.65981 -8.95744  -0.19
C: -20.92379 6.36439 -9.47513  0.44
O: -22.21623 6.70303 -9.89307  -0.49
C: -22.62718 7.91243 -9.52049  0.99
O: -23.72367 8.47191 -9.59168  -0.55
O: -21.49244 8.49289 -8.99901  -0.52
F: -20.99724 5.52475 -8.36356  -0.35
H: -19.55914 8.09825 -9.57301  0.21
H: -19.74378 7.65673 -8.04800  0.28
H: -20.36118 5.88085 -10.27374  0.19
C: -20.70232 8.15065 -6.48588  -0.19
C: -20.93795 8.94695 -5.19073  0.44
O: -19.58913 9.09512 -4.71697  -0.50
C: -18.68002 8.96342 -5.71761  0.99
O: -17.46514 9.07984 -5.71714  -0.53
O: -19.32797 8.35085 -6.76274  -0.53
F: -21.60446 8.15462 -4.29411  -0.33
H: -21.31889 8.39168 -7.35182  0.26
H: -21.02709 7.11666 -6.36968  0.22
H: -21.54811 9.83626 -5.34861  0.19